No. 1
A structure of composition C12H23F6N5O3P2Sn, computed with wB97M-V/def2-TZVPD.

## Properties
Energy relative to the best compared isomer or geometry (same formula, charge and spin), kJ/mol: 105.4
Maximum force, eV/Å: 1.85
Spin multiplicity: 2
E_LUMO (alpha / beta), eV: -4.58 / -7.17
Charge: +1
⟨S²⟩: 0.775
HOMO-LUMO gap (alpha / beta), eV: 7.3 / 4.7

Structure (XYZ):
```
52
C12H23F6N5O3P2Sn | OMol25 | wB97M-V/def2-TZVPD
Sn 0.25106 0.04438 0.64478
O 0.06630 -2.29686 1.20782
N -1.04253 -2.82155 1.17744
N -1.96581 -2.12470 0.53160
O -1.72179 -1.02003 -0.04804
C -3.24841 -2.67508 0.46685
C -3.54028 -3.87434 1.14627
C -4.80015 -4.41061 1.02679
C -5.76264 -3.77316 0.24432
C -5.47965 -2.55976 -0.38752
C -4.22690 -2.00583 -0.28138
H -2.78540 -4.35809 1.74630
H -5.04803 -5.32744 1.54203
H -6.73827 -4.22399 0.12199
H -6.24546 -2.05339 -0.95717
H -3.97840 -1.07048 -0.76102
F -1.06957 0.06874 2.81400
P -1.32383 1.73112 2.97406
F -2.85546 1.44571 3.21470
F -0.94438 1.64526 4.49375
F -1.59488 1.68525 1.30959
F 0.28178 1.87258 2.56078
F -1.49785 3.29206 2.95909
C 3.06640 2.05864 -2.24255
N 3.03187 0.82520 -3.01338
C 4.18859 0.59155 -3.85612
P 1.69133 -0.14394 -2.92216
O 1.23825 -0.25257 -1.49663
N 2.09600 -1.60715 -3.55455
C 1.78782 -2.06166 -4.89707
C 2.83280 -2.53915 -2.70699
N 0.49227 0.49898 -3.86921
C -0.84000 0.75924 -3.34840
C 0.83201 1.24982 -5.06944
H 3.96705 2.09861 -1.62461
H 2.19722 2.11555 -1.59077
H 3.06945 2.93451 -2.89878
H 5.09636 0.57099 -3.24665
H 4.29989 1.39098 -4.59531
H 4.10136 -0.36181 -4.37350
H 1.04625 -1.41188 -5.35397
H 1.37706 -3.07313 -4.85701
H 2.68096 -2.08601 -5.52912
H 2.92158 -2.12481 -1.70571
H 3.83444 -2.73159 -3.10167
H 2.29986 -3.49098 -2.64311
H -1.01689 0.16965 -2.45237
H -1.58789 0.48817 -4.09740
H -0.97187 1.81960 -3.10652
H 1.85623 1.04359 -5.37386
H 0.73006 2.32709 -4.90047
H 0.16255 0.97495 -5.88792
```


No. 2
A structure of composition C32H72AsF6N8O10Y, computed with wB97M-V/def2-TZVPD.

## Properties
Maximum force, eV/Å: 5.43
E_LUMO, eV: -7.44
Charge: +2
HOMO-LUMO gap, eV: 4.6

Structure (XYZ):
```
130
C32H72AsF6N8O10Y | OMol25 | wB97M-V/def2-TZVPD
Y -0.90325 1.79193 4.28952
As -0.34080 0.94002 0.24214
F -2.04915 1.13253 0.01832
F -0.56556 -0.78879 0.37534
F 1.35581 0.75436 0.59638
F -0.14790 2.65978 0.07250
F -0.58947 1.15016 1.99407
F 0.08848 0.75124 -1.45081
C -2.61399 -1.10028 3.29432
O -2.10804 -0.08981 3.86582
N -3.61996 -1.02974 2.46368
C -4.22884 -2.27593 1.94177
C -4.26002 0.21312 2.04780
H -2.25760 -2.13366 3.37908
H -3.96923 -3.07342 2.62974
H -3.88123 -2.47016 0.93349
H -5.30418 -2.11560 1.94029
H -4.07589 0.38141 0.98570
H -5.34019 0.13421 2.15570
H -3.89075 1.11221 2.53135
C 1.73412 3.62011 2.74225
O 0.79705 2.93542 3.17950
N 3.02970 3.29986 2.77000
C 3.95577 3.92590 1.82905
C 3.50482 2.15800 3.50240
H 1.64310 4.62500 2.30629
H 4.74293 4.39350 2.43079
H 3.48296 4.77064 1.33253
H 4.45740 3.24676 1.14668
H 2.85933 1.83099 4.31931
H 3.69555 1.26811 2.90001
H 4.41340 2.44085 4.04051
C -1.94310 3.55955 -2.56182
O -3.09088 3.98001 -2.54338
N -0.91396 4.19011 -3.15393
C -1.03535 5.47647 -3.79640
C 0.26454 3.45692 -3.56466
H -1.66982 2.56380 -2.17915
H -0.05845 5.94198 -3.88816
H -1.70974 6.17777 -3.30259
H -1.51970 5.36177 -4.77284
H 0.34230 2.46563 -3.12152
H 0.26427 3.24398 -4.64309
H 1.16703 4.04189 -3.39661
C 3.19654 2.89810 -1.19659
O 3.11088 3.95324 -1.80646
N 4.23321 2.06060 -1.31859
C 4.31610 0.83149 -0.52610
C 5.42200 2.35568 -2.09953
H 2.36666 2.57717 -0.54053
H 4.60463 1.03046 0.50868
H 5.09011 0.19652 -0.95273
H 3.38638 0.28209 -0.61720
H 6.36052 2.04228 -1.64183
H 5.31539 1.78064 -3.02468
H 5.55861 3.40529 -2.34647
C 0.38503 0.79898 -6.23810
O 0.89571 1.71262 -6.84255
N 0.98471 0.08238 -5.25353
C 0.31513 -0.96837 -4.50984
C 2.39105 0.33924 -5.00562
H -0.65916 0.51649 -6.44344
H -0.70854 -0.93176 -4.87538
H 0.33225 -0.67880 -3.45165
H 0.87240 -1.90625 -4.49645
H 2.75502 1.25926 -5.45298
H 2.57926 0.44950 -3.93173
H 3.01257 -0.48184 -5.37140
C -2.60107 3.91496 2.01451
O -2.11725 3.00203 2.72772
N -3.63560 4.67196 2.30439
C -4.03416 5.74872 1.39610
C -4.31715 4.57619 3.59167
H -2.15786 4.14165 1.03916
H -5.07909 5.69767 1.09776
H -3.43839 5.67336 0.48829
H -3.85069 6.71566 1.86302
H -4.04984 3.73171 4.21810
H -4.15501 5.50662 4.13835
H -5.39191 4.51037 3.41984
C -4.63164 -3.13637 -2.70133
O -5.61742 -2.50725 -2.37127
N -3.37326 -2.71917 -2.43909
C -3.05647 -1.53243 -1.68249
C -2.22985 -3.53096 -2.82991
H -4.65347 -4.05649 -3.30040
H -2.55501 -0.76069 -2.27336
H -2.47425 -1.80429 -0.80472
H -3.94243 -0.96823 -1.38863
H -2.50470 -4.41040 -3.41224
H -1.57406 -2.98168 -3.50976
H -1.67338 -3.87272 -1.95563
C 1.32420 -0.89631 3.40779
O 0.71395 -0.04555 4.06993
N 1.26058 -2.20853 3.61160
C 2.20174 -3.10066 2.92050
C 0.50968 -2.74427 4.74358
H 1.91285 -0.66079 2.51262
H 2.61823 -2.59844 2.05366
H 1.65848 -3.99728 2.62352
H 2.93410 -3.45088 3.64916
H 0.02808 -3.64815 4.36575
H 1.11366 -3.01542 5.60718
H -0.27789 -2.02502 4.95129
C -0.47916 -5.99191 2.01440
C -0.83738 -5.30144 0.69255
C -1.68896 -4.09254 1.06195
O -1.77126 -4.12794 2.50072
C -1.51869 -5.44300 2.96819
H 0.46508 -5.56942 2.37350
H -0.33280 -7.06392 1.92389
H -1.39550 -5.98762 0.05148
H 0.09279 -5.09558 0.15999
H -2.67565 -4.16785 0.60349
H -1.19988 -3.15756 0.78605
H -2.42002 -6.06554 3.01119
H -1.11913 -5.36539 3.98087
C 3.83169 -2.70699 -1.31618
C 2.47650 -2.16560 -1.79481
C 1.48483 -2.76046 -0.84692
O 2.03344 -4.03436 -0.52550
C 3.43983 -4.06562 -0.71105
H 4.17476 -2.03277 -0.52749
H 4.60837 -2.74772 -2.07542
H 2.25788 -2.55986 -2.79171
H 2.41014 -1.08368 -1.91013
H 0.46924 -2.83157 -1.24434
H 1.33347 -2.18023 0.07450
H 3.71456 -4.93534 -1.30933
H 3.93415 -4.20866 0.25675
```


No. 3
An isolated molecule of C2H5N3O, computed with wB97M-V/def2-TZVPD.

## Properties
Energy relative to the best compared isomer or geometry (same formula, charge and spin), kJ/mol: 320.4
Maximum force, eV/Å: 4.92
E_LUMO, eV: 0.90
HOMO-LUMO gap, eV: 10.1

Structure (XYZ):
```
11
C2H5N3O | OMol25 | wB97M-V/def2-TZVPD
C -1.07936 0.25215 0.09276
C 2.30947 -0.13320 -0.03238
H -1.63480 -1.78058 0.00642
H -3.00795 -0.44288 -0.19501
H -0.33136 2.04123 -0.03325
H 3.24179 0.37974 -0.00491
H 2.45401 -1.21577 -0.04184
N -2.05920 -0.69246 -0.01795
N -1.19903 1.49760 0.03142
N 1.18450 0.47813 0.02633
O 0.12192 -0.38396 0.16841
```


No. 4
A cluster of 10 separate species, C18H56O10 in total, computed with wB97M-V/def2-TZVPD.

## Properties
Energy relative to the best compared isomer or geometry (same formula, charge and spin), kJ/mol: 438.3
Maximum force, eV/Å: 2.35
E_LUMO, eV: 0.02
HOMO-LUMO gap, eV: 9.7

Structure (XYZ):
```
84
C18H56O10 | OMol25 | wB97M-V/def2-TZVPD
C 0.14386 -19.86549 -10.45804
C -0.81856 -19.64061 -11.66705
C -1.98317 -20.61760 -11.76382
O -1.38403 -18.34982 -11.45391
H 0.84142 -20.65855 -10.72741
H -0.40601 -20.30613 -9.62643
H 0.55899 -18.93324 -10.07507
H -0.29222 -19.62636 -12.62145
H -1.63515 -21.64484 -11.87226
H -2.59211 -20.28163 -12.60313
H -2.58142 -20.66271 -10.85379
H -1.89669 -18.16353 -12.24390
C -5.07143 -21.01150 -15.47521
C -4.12478 -22.02652 -16.12565
C -3.11868 -22.57054 -15.18662
O -4.85043 -23.05902 -16.66970
H -4.43478 -20.20928 -15.10208
H -5.60497 -21.43692 -14.62524
H -5.79753 -20.61213 -16.18329
H -3.52038 -21.53549 -16.88834
H -2.45009 -23.30574 -15.63447
H -3.53050 -23.13067 -14.34713
H -2.54890 -21.77068 -14.71370
H -5.58147 -23.22229 -16.06929
C 2.35352 -25.63262 -18.07733
C 2.60316 -26.05306 -16.64393
C 2.99861 -24.83995 -15.79534
O 1.54741 -26.83919 -16.10125
H 1.62786 -24.82062 -18.12408
H 1.89533 -26.45880 -18.62100
H 3.30291 -25.32747 -18.51735
H 3.39530 -26.80180 -16.64594
H 4.05188 -24.61760 -15.96645
H 2.90693 -25.08363 -14.73688
H 2.35984 -23.99632 -16.05681
H 0.77644 -26.30544 -16.30700
C -1.35950 -27.34073 -13.40115
C -0.60861 -27.15663 -12.03510
C -1.49898 -26.92056 -10.88548
O 0.13021 -28.29803 -11.82127
H -1.47732 -28.38300 -13.69760
H -0.81544 -26.95363 -14.26270
H -2.36113 -26.91102 -13.38730
H 0.03314 -26.28546 -12.16670
H -2.19123 -27.76013 -10.94869
H -2.00469 -25.96277 -11.00797
H -1.05678 -26.86315 -9.89086
H 0.74082 -28.29955 -12.56205
C -0.06122 -23.72742 -13.21842
O 0.36362 -23.60033 -11.83484
H 0.67194 -24.32287 -13.76251
H -1.00110 -24.27942 -13.21709
H -0.16930 -22.78962 -13.76334
H 1.09724 -22.98457 -11.90005
C 0.39255 -23.61820 -8.75117
O 0.90551 -23.68828 -7.43984
H -0.30212 -24.41659 -9.01214
H 0.03780 -22.61868 -9.00258
H 1.19290 -23.74868 -9.47954
H 1.47878 -24.45534 -7.37212
C -0.33212 -21.92727 -17.51073
O 0.34738 -22.61948 -16.48338
H -0.54563 -20.92136 -17.14924
H 0.29857 -21.99145 -18.39741
H -1.31488 -22.38136 -17.63747
H 1.22792 -22.23729 -16.49734
C 3.02326 -25.64022 -11.38194
O 3.56941 -26.87266 -11.77323
H 1.99939 -25.73376 -11.01995
H 3.58250 -25.25652 -10.52864
H 3.15387 -24.89100 -12.16278
H 3.07053 -27.22234 -12.51515
C -1.54693 -25.45215 -17.39872
O -0.68020 -25.17971 -16.33644
H -1.17539 -25.08949 -18.35712
H -1.79504 -26.51347 -17.41136
H -2.48797 -24.91975 -17.26056
H -0.36360 -24.28207 -16.46138
C 3.15226 -22.01947 -13.23102
O 2.81801 -22.03706 -11.85318
H 3.73357 -22.90977 -13.47092
H 2.21855 -22.01367 -13.79339
H 3.83774 -21.21756 -13.50518
H 3.58201 -22.33090 -11.35162
```


What did the third record say?
An isolated molecule of C2H5N3O, computed with wB97M-V/def2-TZVPD.

## Properties
Energy relative to the best compared isomer or geometry (same formula, charge and spin), kJ/mol: 320.4
Maximum force, eV/Å: 4.92
E_LUMO, eV: 0.90
HOMO-LUMO gap, eV: 10.1

Structure (XYZ):
```
11
C2H5N3O | OMol25 | wB97M-V/def2-TZVPD
C -1.07936 0.25215 0.09276
C 2.30947 -0.13320 -0.03238
H -1.63480 -1.78058 0.00642
H -3.00795 -0.44288 -0.19501
H -0.33136 2.04123 -0.03325
H 3.24179 0.37974 -0.00491
H 2.45401 -1.21577 -0.04184
N -2.05920 -0.69246 -0.01795
N -1.19903 1.49760 0.03142
N 1.18450 0.47813 0.02633
O 0.12192 -0.38396 0.16841
```


- What is the formula in the fourth record?
  C18H56O10